No. 1
Formula: C3H4N2O
Source: the OMol25 dataset
Level of theory: ωB97M-V/def2-TZVPD

Calculated values
- max |F| (eV/A) = 0.46
- energy relative to the best compared isomer or geometry (same formula, charge and spin) (eV) = 7.9466
- lowest unoccupied orbital energy (eV) = 0.6
- HOMO-LUMO gap (Eh) = 0.3358

```
! RIJCOSX wB97M-V def2-TZVPD def2/J DEFGRID3
* xyz 0 1
O 2.28080 0.14076 0.05775
C 0.66646 0.10253 0.05680
N 0.04954 -0.98089 0.16297
N -1.34853 -0.89383 0.11511
C -2.00091 0.23249 0.06149
C 1.22010 1.29466 -0.24375
H 2.60043 -0.14119 -0.81653
H -1.73119 -1.83770 0.13965
H -3.07228 -0.04199 0.02779
H 1.33558 2.12516 0.43871
*
```



No. 2
Formula: C29H65N2O6
Source: the OMol25 dataset
Level of theory: ωB97M-V/def2-TZVPD

Calculated values
- max |F| (eV/A) = 5.87
- lowest unoccupied orbital energy (eV) = -4.6
- HOMO-LUMO gap (Eh) = 0.2303

```
! RIJCOSX wB97M-V def2-TZVPD def2/J DEFGRID3
* xyz 1 1
C -4.18812 -2.21240 -3.46977
C -3.82948 -1.55167 -2.01251
O -5.03767 -1.23095 -1.18554
C -5.18270 -2.46686 -0.34822
C -5.85743 -3.82759 -0.98733
N -6.01897 -5.14601 -0.26018
C -5.52242 -5.22239 1.16698
C -5.62669 -6.65372 1.99891
C -4.85784 -3.95572 2.00785
C -4.68592 -2.52151 1.21340
C -4.03360 -1.24731 2.03223
N -2.80687 -0.76051 1.29199
H -4.40598 -3.38406 -3.39809
H -5.11578 -1.66809 -3.93984
H -3.25110 -2.09938 -4.16180
H -3.15097 -0.61728 -2.20173
H -3.19105 -2.36667 -1.42444
H -6.22154 -3.74455 -2.11474
H -6.46501 -5.93370 -0.80163
H -6.37084 -7.38207 1.45971
H -5.88159 -6.43429 3.12115
H -4.54014 -7.14526 1.98846
H -4.49500 -4.08875 3.11941
H -3.70444 -1.66107 3.09720
H -4.83512 -0.39620 2.25002
H -2.00487 -0.94483 1.95700
H -2.65965 -1.47654 0.51948
C -1.40674 2.03576 -5.08030
C -2.71194 2.10604 -5.85147
O -3.79786 1.45426 -5.19166
C -4.15177 1.95726 -3.90551
C -4.57144 3.41633 -3.91888
H -1.12936 0.99473 -4.88839
H -0.60185 2.51435 -5.64916
H -1.47582 2.53962 -4.11338
H -2.58150 1.59744 -6.81277
H -2.98063 3.14130 -6.08583
H -3.33398 1.78641 -3.19687
H -4.99417 1.35157 -3.55450
H -3.76218 4.07104 -4.25212
H -4.86920 3.73693 -2.91571
H -5.41473 3.56563 -4.60188
C -1.05108 -3.78633 4.20356
C -2.14411 -4.42859 5.03782
O -2.56506 -5.69984 4.54172
C -1.56722 -6.71581 4.47408
C -0.94847 -7.04935 5.81984
H -1.37823 -3.66945 3.16586
H -0.79614 -2.79906 4.60456
H -0.13860 -4.38703 4.19336
H -3.02696 -3.78043 5.02182
H -1.84518 -4.51436 6.08765
H -0.79988 -6.44107 3.74207
H -2.06005 -7.61162 4.08119
H -0.43124 -6.19075 6.25560
H -0.22071 -7.85999 5.71481
H -1.72228 -7.35969 6.53035
C 4.84492 2.93330 -3.49864
C 3.53972 3.00357 -4.26981
O 2.45380 2.35179 -3.61001
C 2.09989 2.85479 -2.32386
C 1.68021 4.31386 -2.33723
H 5.12230 1.89226 -3.30673
H 5.64981 3.41189 -4.06750
H 4.77583 3.43715 -2.53172
H 3.67016 2.49497 -5.23111
H 3.27103 4.03883 -4.50417
H 2.91768 2.68394 -1.61522
H 1.25749 2.24911 -1.97284
H 2.48948 4.96857 -2.67046
H 1.38245 4.63446 -1.33406
H 0.83693 4.46316 -3.02023
C 3.16652 0.94046 2.44247
C 2.07349 0.29820 3.27672
O 1.65254 -0.97305 2.78062
C 2.65038 -1.98902 2.71298
C 3.26913 -2.32256 4.05875
H 2.83937 1.05734 1.40476
H 3.42147 1.92774 2.84346
H 4.07901 0.33977 2.43226
H 1.19065 0.94637 3.26072
H 2.37242 0.21243 4.32656
H 3.41772 -1.71427 1.98097
H 2.15755 -2.88482 2.32009
H 3.78636 -1.46396 4.49451
H 3.99690 -3.13319 3.95371
H 2.49532 -2.63290 4.76925
C 8.41814 6.40100 0.76480
C 8.01786 5.53344 -0.41431
O 6.68826 5.02134 -0.31781
C 5.64069 5.98611 -0.25259
C 5.58021 6.89918 -1.46413
H 8.32161 5.84416 1.70189
H 9.45714 6.73225 0.65875
H 7.79165 7.29219 0.84766
H 8.68375 4.66470 -0.45518
H 8.14854 6.06532 -1.36241
H 5.71825 6.56323 0.67534
H 4.70265 5.42435 -0.18763
H 6.49019 7.49483 -1.57248
H 4.73619 7.59069 -1.37902
H 5.46355 6.31115 -2.38093
*
```



No. 3
Formula: C4H7N3O
Source: the OMol25 dataset
Level of theory: ωB97M-V/def2-TZVPD

Calculated values
- max |F| (eV/A) = 8.05
- SMILES string = O=C1NN[C@H]2C[C@@H]2N1
- energy relative to the best compared isomer or geometry (same formula, charge and spin) (eV) = 7.4594
- lowest unoccupied orbital energy (eV) = 0.9
- HOMO-LUMO gap (Eh) = 0.3432

```
! RIJCOSX wB97M-V def2-TZVPD def2/J DEFGRID3
* xyz 0 1
O 1.53004 2.16875 -1.18234
C 0.77758 1.46186 -0.58198
N -0.11545 0.50154 -1.55356
N -0.11471 -0.89382 -1.23167
C -0.59463 -0.57912 0.08787
C -0.69835 -1.14767 1.40995
C 0.30388 0.06959 1.05466
N 0.33633 1.39359 0.83687
H 0.38643 0.47834 -2.35022
H -0.80996 -1.68537 -1.90824
H -1.53273 0.05197 -0.02862
H -0.06367 -2.10991 1.71196
H -1.91665 -1.09259 1.70803
H 1.23230 -0.53868 0.74548
H 1.27959 1.92153 1.28181
*
```



No. 4
Formula: C22H36N3O3RuSSi3
Source: the OMol25 dataset
Level of theory: ωB97M-V/def2-TZVPD

Calculated values
- max |F| (eV/A) = 1.05
- energy relative to the best compared isomer or geometry (same formula, charge and spin) (eV) = 2.5602
- lowest unoccupied orbital energy (alpha / beta) (eV) = -7.0 / -8.9
- ⟨S²⟩ = 8.782
- HOMO-LUMO gap (alpha / beta) (Eh) = 0.2547 / 0.1923

```
! RIJCOSX wB97M-V def2-TZVPD def2/J DEFGRID3
* xyz 2 6
Ru 0.04485 0.35508 -0.42526
N -4.29279 -1.10257 -0.05081
C -4.43194 -2.46970 0.13374
C -5.68927 -3.05736 0.04384
C -5.80421 -4.42198 0.17999
C -4.67341 -5.22911 0.39764
C -3.42769 -4.66190 0.50673
C -3.30174 -3.27238 0.38737
S -1.76827 -2.54490 0.58822
N -1.99572 -0.96291 0.29833
C -3.13759 -0.41950 -0.01664
C -3.14289 1.02706 -0.38011
C -4.30969 1.73988 -0.57454
C -4.22914 3.07055 -0.96421
C -2.98539 3.63739 -1.14292
C -1.85942 2.85727 -0.91218
N -1.93021 1.58171 -0.53469
H -5.13431 -0.60222 -0.29848
H -6.56613 -2.44527 -0.13760
H -6.78382 -4.87716 0.11483
H -4.78282 -6.30187 0.48137
H -2.55168 -5.27521 0.68431
H -5.28822 1.30425 -0.41928
H -5.13046 3.64738 -1.12586
H -2.87616 4.66635 -1.45718
H -0.86533 3.26715 -1.03286
C -0.60966 0.41163 2.87491
O 0.27502 0.44597 1.75131
Si 1.93768 0.02151 1.73866
C 2.00438 -1.75678 2.23791
C 2.92844 1.04209 2.90561
C 2.08416 0.43103 -0.07046
Si 2.35810 2.29336 -0.49161
C 1.86943 2.78037 -2.22473
C 4.17309 2.61428 -0.25987
C 1.36462 3.38046 0.68616
Si 3.02052 -0.83592 -1.14444
C 2.08879 -2.46892 -1.10987
C 3.23013 -0.28526 -2.90200
C 4.69899 -1.05443 -0.35884
H -0.21005 1.03280 3.67538
H -0.73439 -0.61036 3.23793
H -1.57544 0.81089 2.57186
H 1.86213 -1.82944 3.32079
H 2.97148 -2.20876 2.01099
H 1.23195 -2.35457 1.74663
H 2.75206 0.73256 3.94071
H 2.71555 2.10740 2.82478
H 3.99426 0.89116 2.70298
H 2.55567 2.37126 -2.96884
H 1.92706 3.87190 -2.29063
H 0.86229 2.48139 -2.51976
H 4.77170 2.04240 -0.97329
H 4.49218 2.34922 0.75113
H 4.39379 3.67605 -0.41610
H 0.44903 2.92005 1.06631
H 1.09300 4.31547 0.18654
H 1.96823 3.65478 1.55444
H 1.00336 -2.33720 -1.06982
H 2.39504 -3.08240 -0.25951
H 2.30300 -3.03106 -2.02299
H 2.28136 -0.03780 -3.38255
H 3.68607 -1.10356 -3.46711
H 3.89707 0.57744 -2.97873
H 4.63501 -1.28925 0.70596
H 5.30223 -0.14838 -0.46883
H 5.23982 -1.87295 -0.84597
O 0.05865 0.23970 -2.36643
O -0.83235 -0.69814 -2.24236
*
```



No. 5
Formula: C4H5NO
Source: the OMol25 dataset
Level of theory: ωB97M-V/def2-TZVPD

Calculated values
- max |F| (eV/A) = 1.24
- energy relative to the best compared isomer or geometry (same formula, charge and spin) (eV) = 3.1837
- lowest unoccupied orbital energy (eV) = 0.4
- HOMO-LUMO gap (Eh) = 0.3985

```
! RIJCOSX wB97M-V def2-TZVPD def2/J DEFGRID3
* xyz 0 1
C 0.72278 1.02635 -0.17019
C 0.04308 -0.18919 0.40931
C -1.36226 -0.42525 -0.14216
O -1.91010 0.37630 -0.85215
C 1.21930 -1.48658 0.48032
N 0.56244 -1.78772 -0.47116
H 1.72535 1.15076 0.24519
H 0.78813 0.93746 -1.25732
H 0.11937 1.90965 0.06209
H -0.05468 -0.15556 1.49904
H -1.85342 -1.35620 0.19704
*
```



No. 6
Formula: C6H8Br2Cl12
Source: the OMol25 dataset
Level of theory: ωB97M-V/def2-TZVPD

Calculated values
- max |F| (eV/A) = 13.15
- energy relative to the best compared isomer or geometry (same formula, charge and spin) (eV) = 13.1837
- lowest unoccupied orbital energy (eV) = 0.0
- HOMO-LUMO gap (Eh) = 0.3176

```
! RIJCOSX wB97M-V def2-TZVPD def2/J DEFGRID3
* xyz 0 1
Br -1.27569 -0.00525 -0.28174
C -2.98556 0.89857 0.11403
C -2.87750 2.43037 0.25845
Br -4.60373 3.24647 0.69340
H -3.36715 0.51252 1.05926
H -3.67708 0.62844 -0.68403
H -2.52569 2.97142 -0.61996
H -2.14327 2.76865 0.98960
C -0.27439 -2.43621 -2.81803
Cl -1.94721 -1.98119 -2.30723
Cl -0.05381 -1.83461 -4.53388
Cl 0.06562 -4.21109 -2.64372
H 0.47866 -1.87276 -2.26710
C 3.07066 -2.24752 1.53414
Cl 2.69054 -1.59525 3.17699
Cl 1.96803 -3.41097 1.00838
Cl 4.68883 -3.09298 1.79339
H 3.10588 -1.48302 0.75799
C 0.74382 -0.55143 0.45140
Cl 0.53860 -1.85395 -0.65338
Cl 2.34368 0.15166 0.05044
Cl 0.77426 -1.12554 2.08085
H -0.03620 0.20611 0.37503
C 1.14418 2.77178 0.51819
Cl 0.25808 4.31710 0.51456
Cl 1.54036 2.23144 -1.18455
Cl 0.27421 1.63307 1.56781
H 2.08186 2.93416 1.04968
*
```



No. 7
Formula: C32H41AuBrFNO
Source: the OMol25 dataset
Level of theory: ωB97M-V/def2-TZVPD

Calculated values
- max |F| (eV/A) = 1.83
- lowest unoccupied orbital energy (alpha / beta) (eV) = -1.9 / -5.1
- ⟨S²⟩ = 2.070
- HOMO-LUMO gap (alpha / beta) (Eh) = 0.3399 / 0.2232

```
! RIJCOSX wB97M-V def2-TZVPD def2/J DEFGRID3
* xyz 1 3
Au 1.10399 -0.74334 -0.08644
C -0.95931 -0.66004 -2.65074
C -1.05091 -2.06344 -3.24954
C 0.03099 -2.29404 -4.30584
C -1.14421 -3.12934 -2.17414
C -2.31571 -3.87614 -2.16804
C -2.60791 -4.77124 -1.15924
C -1.71701 -4.91294 -0.11204
C -0.52481 -4.20434 -0.06804
C 0.37909 -4.47594 1.11776
C 0.64769 -3.21804 1.94346
C 1.68299 -5.18044 0.73216
C -0.21201 -3.31934 -1.12744
N 0.99629 -2.61094 -1.09974
C 2.03349 -3.02054 -1.84264
C 2.00889 -4.21844 -2.61224
C 3.10819 -4.65244 -3.30784
C 4.30209 -3.93444 -3.28834
C 4.37309 -2.75744 -2.55694
C 3.27179 -2.32134 -1.86164
F 3.39279 -1.16504 -1.16734
H -1.24111 0.07966 -3.39504
H 0.05239 -0.43014 -2.31594
H -1.64001 -0.56384 -1.80594
H -2.00881 -2.10834 -3.77894
H 1.03069 -2.15084 -3.90824
H -0.11261 -1.58244 -5.11544
H -0.04351 -3.29724 -4.72044
H -3.02291 -3.74424 -2.97524
H -3.52631 -5.33554 -1.17954
H -1.95051 -5.60394 0.68636
H -0.17331 -5.17124 1.76076
H 1.45629 -2.63804 1.50426
H 0.94389 -3.48804 2.95346
H -0.25051 -2.60544 2.00196
H 2.35629 -4.53804 0.17116
H 1.47499 -6.06484 0.13396
H 2.19559 -5.49294 1.63766
H 1.09609 -4.79414 -2.62964
H 3.05309 -5.56704 -3.87424
H 5.16589 -4.28404 -3.82944
H 5.27899 -2.17164 -2.52094
C -2.61321 4.32016 4.13426
C -1.08051 4.24836 4.23706
C -0.48081 5.66716 4.27876
C -0.73001 3.49516 5.52226
C -0.51761 3.57026 3.01776
C 0.42179 2.53766 3.12126
C 0.81209 1.86406 2.00096
Br 2.03079 0.40316 2.18076
C 0.34109 2.17486 0.68236
O 0.57099 1.43296 -0.30654
C -0.44541 3.39306 0.57476
C -0.88301 3.99036 1.73236
C -0.78261 3.93626 -0.79584
C -1.67331 2.93426 -1.54724
C -1.50891 5.28246 -0.73194
C 0.51899 4.15496 -1.58464
H -3.01061 4.81946 5.01466
H -3.02921 3.31496 4.09056
H -2.94851 4.86676 3.25756
H -0.79821 6.17086 5.18766
H -0.80221 6.25516 3.42246
H 0.60619 5.61756 4.26806
H -1.22191 3.96936 6.36746
H 0.34019 3.50136 5.71466
H -1.08021 2.46516 5.46276
H 0.82679 2.24306 4.07346
H -1.54991 4.83086 1.65586
H -2.59091 2.74396 -0.99374
H -1.14961 1.99746 -1.70454
H -1.93911 3.35326 -2.51264
H -2.50051 5.19596 -0.29474
H -1.63071 5.66156 -1.74304
H -0.92851 6.01606 -0.17714
H 1.08549 3.23486 -1.68734
H 1.13539 4.90606 -1.09484
H 0.27129 4.51266 -2.57954
*
```



No. 8
Formula: C7H12
Source: the OMol25 dataset
Level of theory: ωB97M-V/def2-TZVPD

Calculated values
- max |F| (eV/A) = 1.57
- energy relative to the best compared isomer or geometry (same formula, charge and spin) (eV) = 7.0309
- lowest unoccupied orbital energy (alpha / beta) (eV) = 0.6 / -0.1
- HOMO-LUMO gap (alpha / beta) (Eh) = 0.3167 / 0.2560

```
! RIJCOSX wB97M-V def2-TZVPD def2/J DEFGRID3
* xyz 0 1
C 1.19127 -0.98828 -1.88344
C 0.65754 -0.62433 -0.53960
C -0.43738 -1.24309 0.31127
C -0.42979 0.19548 0.81748
C -1.31341 1.30761 0.55617
C -1.03211 1.00036 1.97911
C 1.06132 0.36175 0.46466
H 0.39427 -1.26646 -2.57909
H 1.86075 -1.86101 -1.79525
H 1.76776 -0.16351 -2.31090
H -0.30400 0.89073 -1.56021
H -1.33847 -1.59000 -0.20725
H -0.09667 -2.01947 1.01997
H -2.33347 1.09275 0.23439
H -0.62596 1.48698 -1.09982
H -1.80971 0.55242 2.60538
H -0.25771 1.51269 2.55586
H 1.67511 -0.00206 1.30763
H 1.37066 1.35744 0.12364
*
```



Q: What is the formula in the second record?
A: C29H65N2O6



Q: The highest max |F| belongs to which entry?
A: C6H8Br2Cl12



Q: Which of these has the highest max |F|?
A: C6H8Br2Cl12